Computed, not measured: a structure of composition C31H69F6HgN5O19S6, with wB97M-V/def2-TZVPD.

Last column: Löwdin charge in e.
Geometry (Å):
H1 -1.44892 -10.54332 -16.06441  0.122
C1 -6.41393 -17.58899 -21.88375  -0.033
H2 -7.31478 -17.52005 -21.27399  0.070
H3 -7.96426 -14.83332 -20.34022  0.098
H4 -5.72089 -10.94804 -25.84449  0.056
H5 -5.55854 -17.28712 -21.27937  0.059
H6 -6.56273 -16.87881 -22.69715  0.080
H7 -2.63816 -21.18436 -23.98532  0.091
O1 -9.69641 -14.65114 -21.47321  -0.021
H8 -9.19780 -17.22365 -12.22217  0.049
H9 -0.67825 -11.75353 -19.35681  0.071
O2 -3.38311 -11.88115 -17.28294  -0.333
H10 -7.19408 -13.32401 -24.65441  0.056
O3 -3.23467 -10.40161 -21.86320  -0.099
F1 -5.70658 -13.36957 -16.28479  0.120
H11 -3.92609 -20.24518 -23.08712  0.052
H12 -4.88536 -22.85217 -21.06514  0.090
H13 -0.13453 -15.52697 -24.71608  0.089
H14 -1.76590 -15.27652 -24.29077  0.056
H15 -2.34191 -12.01667 -26.04984  0.091
H16 -0.90356 -12.96437 -16.14196  0.059
F2 -3.19986 -15.21041 -22.44083  0.142
O4 -6.81702 -21.92054 -22.74780  0.090
N1 -4.42302 -12.87937 -19.36389  -0.369
H17 -2.50003 -16.19643 -14.98566  0.063
H18 -7.28561 -15.05585 -14.88407  0.015
O5 -2.57777 -10.00104 -19.92877  -0.050
S1 -6.76597 -11.21050 -23.50275  0.942
O6 -6.05973 -11.09852 -22.18590  -0.675
C2 2.46605 -13.04959 -19.57476  -0.059
C3 -2.67151 -16.63451 -14.00242  -0.147
O7 -0.85273 -19.44289 -22.68804  -0.059
H19 -2.23660 -17.63250 -13.94785  0.078
H20 -4.30250 -7.92609 -18.93979  0.051
H21 2.20694 -13.80694 -20.31460  0.080
O8 0.05677 -9.22318 -16.46632  -0.006
H22 -1.42892 -10.12989 -22.51794  0.124
H23 -2.92886 -13.24749 -12.05580  0.073
O9 2.85074 -10.16911 -19.75592  0.015
C4 1.74349 -10.62289 -19.48262  -0.324
C5 -5.40623 -11.19290 -24.83003  -0.200
Hg1 -4.95898 -10.83160 -20.10751  1.254
H24 -3.23396 -8.18042 -17.60433  0.058
H25 -6.47913 -22.86650 -20.28889  0.095
H26 -9.18928 -15.64816 -17.24323  0.075
H27 -5.09547 -12.23756 -24.81565  0.014
C6 -7.48794 -15.08992 -13.81355  -0.221
O10 -6.12951 -20.06588 -21.58139  -0.014
H28 -11.43425 -16.13660 -18.71852  0.094
C7 -4.70266 -14.14962 -16.68780  -0.653
H29 -7.84064 -8.24778 -17.49067  0.059
C8 -2.11468 -19.04925 -23.23368  -0.384
C9 -0.31616 -17.60741 -20.85921  -0.047
S2 -7.11639 -16.83914 -13.18744  0.886
H30 -5.55679 -19.17084 -23.27290  0.101
C10 -6.84351 -7.81752 -17.58403  -0.253
H31 -4.02507 -14.29498 -12.75533  0.053
H32 -8.15264 -13.27284 -23.22526  0.039
H33 -8.33381 -15.87027 -11.27574  0.062
F3 -5.23440 -15.26651 -17.10267  0.154
O11 -2.41098 -17.84959 -23.41920  0.038
H34 2.43506 -11.47154 -15.42111  0.095
H35 -8.57787 -15.10237 -13.81421  0.045
H36 0.59898 -13.24631 -15.07547  0.077
H37 2.30664 -11.80863 -17.15649  0.059
O12 -5.83419 -14.53023 -20.68882  -0.318
H38 -11.64753 -14.87649 -20.00175  0.097
N2 1.47445 -11.97633 -19.52251  -0.179
C11 -3.00348 -13.94091 -12.89347  -0.123
O13 -5.72182 -16.81262 -12.47770  -0.630
H39 -6.86099 -6.98838 -16.87670  0.061
H40 -0.10778 -17.97230 -19.85346  0.060
H41 -2.81299 -13.70361 -26.40686  0.090
C12 -6.32254 -19.00335 -22.51548  -0.183
O14 0.17777 -11.88255 -26.18851  -0.043
H42 -7.73788 -15.59345 -18.11793  0.068
C13 -4.23944 -7.84227 -17.85485  -0.231
O15 -2.33829 -13.83103 -18.11877  -0.303
H43 -0.04063 -13.11449 -18.73429  0.048
H44 -1.40292 -17.63214 -20.93950  0.051
H45 -6.95801 -14.30806 -13.26953  0.059
H46 0.05423 -16.58370 -20.91321  0.062
N3 -9.65738 -15.23310 -19.23976  -0.194
C14 -2.31257 -13.04694 -25.69521  -0.019
O16 -1.16051 -9.72894 -21.68800  0.182
H47 -7.26735 -19.20084 -23.02187  0.124
S3 -3.61772 -13.12941 -18.03031  0.591
C15 -8.28067 -16.83572 -11.77892  -0.256
C16 -8.78150 -15.88925 -18.22491  -0.031
C17 -5.71966 -22.22947 -20.74220  0.008
C18 -6.30716 -21.35237 -21.79625  -0.567
H48 -6.53551 -13.78169 -23.18677  0.044
H49 3.40770 -12.66917 -19.97059  0.088
S4 -1.95626 -15.51842 -12.67369  1.108
F4 -2.27815 -13.51950 -21.48739  0.148
H50 -2.85574 -13.22257 -24.76666  0.057
N4 -1.01460 -13.77155 -25.63166  -0.186
O17 -5.63117 -10.12931 -18.07137  -0.649
H51 0.30286 -17.79516 -22.99448  0.093
C19 0.10943 -13.12500 -25.96526  -0.318
H52 -2.68075 -13.46442 -13.81917  0.063
C20 -2.29508 -9.99828 -21.12118  -0.861
H53 -7.97735 -17.59288 -11.05585  0.057
H54 -5.14920 -21.56312 -20.09517  0.078
H55 0.54199 -13.43613 -16.76621  0.070
S5 -5.49426 -8.94995 -17.14476  0.933
C21 -0.37556 -10.33787 -16.19817  -0.337
F5 -4.02274 -13.17592 -22.53710  0.123
C22 1.93629 -11.18118 -16.34579  -0.028
H56 -0.11536 -12.96037 -20.58581  0.084
F6 -4.05016 -14.39268 -15.57941  0.125
C23 -3.43514 -14.07512 -21.76923  -0.632
H57 -11.23521 -14.41561 -18.42350  0.090
H58 -3.48503 -19.78758 -24.61897  0.087
H59 0.82497 -10.07702 -19.21702  0.135
C24 -1.07011 -15.13846 -25.11837  -0.048
H60 -3.75964 -16.63621 -13.93844  0.034
C25 0.07882 -12.49189 -19.62096  -0.047
H61 -4.31038 -6.77067 -17.66850  0.073
H62 0.97537 -13.80379 -26.00535  0.133
C26 -9.05783 -14.91838 -20.43543  -0.294
H63 -8.76911 -16.97294 -18.34131  0.089
H64 -6.78410 -7.39498 -18.58704  0.066
H65 1.16404 -18.79555 -21.94728  0.108
C27 0.14498 -18.46625 -22.15020  -0.143
C28 -11.05605 -15.20929 -19.14881  -0.074
H66 -1.49339 -15.74242 -25.92099  0.093
C29 0.15982 -12.80011 -15.96774  -0.055
H67 2.64558 -13.53964 -18.61782  0.076
S6 -4.49414 -14.38707 -20.14939  0.672
H68 -4.52609 -10.57646 -24.64713  0.058
H69 2.24673 -10.24107 -16.80178  0.091
O18 -3.99095 -15.62819 -19.59068  -0.269
O19 -0.49785 -15.25644 -13.04251  -0.303
N5 0.47877 -11.36689 -16.14711  -0.143
C30 -7.16982 -13.00428 -23.61264  -0.239
C31 -3.03770 -20.20624 -23.71747  0.036

Properties
Largest force on an atom: 0.1332 hartree/bohr
E_LUMO (alpha / beta): -3.29 / -7.61 eV
Charge: +1
2S+1: 2
E_HOMO (alpha / beta): -10.275 / -10.274 eV